No. 1
Molecular formula: C39H25CaF3N3O7Sb
Method: DFT, ωB97M-V with the def2-TZVPD basis set

Values from the calculation:
**Maximum force**: 0.45 eV/Å
**DFT total energy**: -3409.91697 Ha
**HOMO-LUMO gap**: 6.633 eV
**Charge**: -2
**Lowest unoccupied orbital energy**: 4.2 eV

Element x y z (Å)
Ca (2.3714, 1.2996, 0.3469)
O (5.3959, 0.1370, 3.3218)
C (4.4594, 0.5780, 2.6469)
O (4.3912, 0.7461, 1.3985)
C (3.2032, 0.9948, 3.4294)
C (3.1302, 0.9945, 4.8188)
C (1.9539, 1.4226, 5.4139)
C (0.8893, 1.8353, 4.6262)
C (1.0388, 1.7771, 3.2466)
N (2.1685, 1.3669, 2.6957)
C (-0.0683, 2.1514, 2.2713)
O (-0.9561, 2.8880, 2.6996)
O (0.0471, 1.6335, 1.1152)
H (3.9876, 0.6629, 5.3866)
H (1.8657, 1.4379, 6.4950)
H (-0.0407, 2.1936, 5.0445)
O (1.5407, -3.2623, 0.3313)
C (1.8192, -3.5718, -0.9456)
C (1.7659, -4.9193, -1.3154)
C (2.0296, -5.2999, -2.6160)
C (2.3502, -4.3450, -3.5740)
C (2.4046, -3.0121, -3.2102)
C (2.1493, -2.5968, -1.9046)
C (2.1870, -1.1482, -1.5298)
O (1.8068, -0.8300, -0.3359)
N (2.5892, -0.3297, -2.4635)
N (2.6267, 0.9772, -2.0180)
C (2.8254, 1.8421, -2.9403)
C (2.8904, 3.2725, -2.7718)
C (3.1023, 4.0213, -3.9371)
C (3.1480, 5.4009, -3.9425)
C (2.9638, 6.0675, -2.7292)
C (2.7542, 5.3722, -1.5641)
C (2.7169, 3.9470, -1.5133)
O (2.5359, 3.3527, -0.3976)
H (1.6026, -2.2650, 0.3722)
H (1.5099, -5.6429, -0.5520)
H (1.9814, -6.3487, -2.8866)
H (2.5510, -4.6391, -4.5966)
H (2.6483, -2.2446, -3.9313)
H (2.9452, 1.4772, -3.9665)
H (3.2310, 3.4790, -4.8695)
H (3.3137, 5.9486, -4.8618)
H (2.9811, 7.1529, -2.7028)
H (2.6049, 5.8910, -0.6249)
F (-4.9448, -6.0097, 0.0019)
C (-4.1817, -4.8993, 0.2130)
C (-4.5869, -3.9834, 1.1591)
C (-3.8001, -2.8546, 1.3646)
C (-2.6318, -2.6365, 0.6439)
C (-2.2604, -3.5989, -0.2944)
C (-3.0268, -4.7319, -0.5258)
Sb (-1.2614, -0.9510, 0.9451)
C (-1.8199, -0.1472, -0.9703)
C (-0.9019, 0.5870, -1.7119)
C (-1.2164, 1.0860, -2.9675)
C (-2.4774, 0.8421, -3.4685)
F (-2.8069, 1.3219, -4.6988)
C (-3.4237, 0.1215, -2.7683)
C (-3.0785, -0.3749, -1.5184)
C (-2.6761, 0.1156, 2.1582)
C (-2.6693, -0.1391, 3.5243)
C (-3.5342, 0.5157, 4.3909)
C (-4.4009, 1.4453, 3.8589)
F (-5.2566, 2.0960, 4.6961)
C (-4.4269, 1.7455, 2.5133)
C (-3.5544, 1.0750, 1.6702)
H (-5.4992, -4.1516, 1.7172)
H (-4.1237, -2.1268, 2.1007)
H (-1.3461, -3.4716, -0.8667)
H (-2.7369, -5.4760, -1.2558)
H (0.0823, 0.7808, -1.3183)
H (-0.4951, 1.6529, -3.5411)
H (-4.4016, -0.0492, -3.1989)
H (-3.8126, -0.9551, -0.9703)
H (-1.9689, -0.8581, 3.9385)
H (-3.5295, 0.3264, 5.4563)
H (-5.1005, 2.5081, 2.1457)
H (-3.5436, 1.3289, 0.6176)

---

No. 2
Molecular formula: C39H25F5N6O7S4Ti
Method: DFT, ωB97M-V with the def2-TZVPD basis set

Values from the calculation:
**Maximum force**: 0.54 eV/Å
**DFT total energy**: -5298.04967 Ha
**Relative energy (zero: lowest compared OMol25 entry of this formula, charge and spin)**: 20.9 kcal per mole
**HOMO-LUMO gap**: 6.536 eV
**Lowest unoccupied orbital energy**: -1.6 eV

Element x y z (Å)
Ti (0.0446, 0.0268, -0.0744)
F (-1.8970, -1.0617, 6.6274)
C (-1.9798, -0.9473, 5.3035)
C (-0.8552, -1.1144, 4.5153)
F (0.3222, -1.3854, 5.0759)
C (-0.9705, -0.9974, 3.1444)
F (0.1479, -1.1429, 2.4116)
C (-2.1627, -0.6947, 2.5054)
S (-2.2787, -0.4572, 0.7763)
C (-3.2744, -0.5419, 3.3263)
F (-4.4618, -0.2452, 2.7941)
C (-3.1932, -0.6638, 4.7014)
F (-4.2814, -0.5020, 5.4535)
O (4.0697, -1.1372, -1.3208)
C (4.7910, -0.3507, -0.4875)
C (6.1795, -0.4474, -0.5822)
C (6.9900, 0.3205, 0.2274)
C (6.4360, 1.2007, 1.1542)
C (5.0652, 1.2924, 1.2567)
C (4.2211, 0.5276, 0.4438)
C (2.7656, 0.6543, 0.6149)
O (1.9763, -0.0011, -0.2237)
N (2.2613, 1.3748, 1.5518)
N (0.8659, 1.3480, 1.4765)
C (0.3205, 2.2853, 2.1849)
S (1.3087, 3.4615, 3.0029)
C (-0.0881, 4.3459, 3.7478)
C (-1.2603, 4.2420, 2.7965)
S (-1.4020, 2.4989, 2.3250)
H (3.1254, -0.9690, -1.1494)
H (6.5955, -1.1475, -1.2953)
H (8.0657, 0.2324, 0.1409)
H (7.0707, 1.8018, 1.7905)
H (4.6082, 1.9615, 1.9734)
H (0.2210, 5.3804, 3.8940)
H (-0.3207, 3.9003, 4.7144)
H (-1.1146, 4.8305, 1.8920)
H (-2.1996, 4.5323, 3.2648)
C (6.0283, -0.2382, -3.9494)
O (5.3922, -0.3181, -5.2161)
C (4.4238, -1.2508, -5.3668)
C (3.7898, -1.2816, -6.6093)
C (2.7729, -2.1842, -6.8340)
C (2.3385, -3.0321, -5.8153)
C (3.0105, -3.0424, -4.6036)
C (4.0545, -2.1554, -4.3761)
N (1.2347, -3.8870, -6.1556)
N (0.3264, -4.1463, -5.3497)
C (0.2704, -3.5138, -4.0565)
C (0.1689, -4.3302, -2.9603)
C (0.1197, -3.8294, -1.6420)
C (0.1366, -2.4727, -1.4503)
O (0.1016, -1.8462, -0.2807)
C (0.1650, -1.6226, -2.5797)
N (0.1335, -0.3001, -2.2667)
C (0.1662, 0.5802, -3.2447)
C (0.1774, 0.1916, -4.5941)
C (0.1823, -1.1388, -4.9192)
C (0.2107, -2.1071, -3.8934)
H (6.7348, 0.5833, -4.0197)
H (6.5673, -1.1618, -3.7220)
H (5.3064, -0.0346, -3.1548)
H (4.1160, -0.5952, -7.3795)
H (2.2778, -2.2341, -7.7963)
H (2.7317, -3.7333, -3.8206)
H (4.5474, -2.1644, -3.4155)
H (0.1606, -5.4010, -3.1223)
H (0.0692, -4.4980, -0.7940)
H (0.1706, 1.6254, -2.9668)
H (0.1738, 0.9541, -5.3599)
H (0.1606, -1.4469, -5.9558)
O (-1.8914, 5.6947, -2.3309)
S (-2.3155, 4.8666, -1.2446)
O (-2.8576, 5.4742, -0.0633)
N (-1.0885, 3.8459, -0.7954)
C (-1.4277, 2.6231, -1.0220)
O (-0.6683, 1.6282, -0.6969)
C (-2.7522, 2.3866, -1.6589)
C (-3.3427, 1.2033, -2.0616)
C (-4.6070, 1.2735, -2.6353)
C (-5.2549, 2.4944, -2.7952)
C (-4.6550, 3.6851, -2.3950)
C (-3.4011, 3.5942, -1.8330)
H (-2.8450, 0.2518, -1.9285)
H (-5.0991, 0.3649, -2.9566)
H (-6.2421, 2.5189, -3.2382)
H (-5.1513, 4.6381, -2.5198)